(1)
A structure of composition C33H37CsN2O3P2S2, computed with the ωB97M-V functional and the def2-TZVPD basis.

## Properties
- F_max (eV Å⁻¹) = 0.3
- energy above the lowest of the compared OMol25 structures with the same formula, charge and spin (eV) = 0.213
- DFT total energy (eV) = -84740.6414
- orbital gap (eV) = 7.07
- highest occupied orbital energy (Eh) = -0.252

Positions of all 80 atoms, in Å:
Cs  -0.024093  -0.435621  -0.181849
H  -4.847372  2.360586  6.155575
C  -6.743447  -2.235698  1.671127
C  2.787223  2.844125  -3.449345
C  -3.146739  0.725975  3.741632
C  1.435479  3.158360  -3.417587
C  3.669792  3.692085  -4.098687
H  -4.121312  4.287994  4.786898
H  1.508348  -1.252135  4.327984
H  -0.102154  4.512262  -4.006505
H  2.116929  -3.769013  4.837540
P  3.246541  0.431996  1.494370
H  2.719926  -4.074674  0.915325
C  -4.286600  -1.441022  2.627410
O  0.561657  2.268259  -1.142188
S  0.309493  2.064326  -2.567270
O  -1.017041  2.423706  -3.024710
C  0.225333  0.547527  -5.268905
H  3.937346  -1.222540  3.120245
C  0.959204  4.303451  -4.033821
H  -0.146065  0.313053  -7.367816
C  0.706288  -4.239627  -3.918633
H  1.480038  6.047289  -5.165264
H  0.390647  -4.228828  -6.032536
C  -5.054573  -2.317515  3.376068
C  0.496732  -0.050872  -4.050484
H  3.597175  -3.368819  3.941690
C  0.559448  -1.493904  -4.012917
H  3.314382  0.203968  3.921645
P  1.537329  -2.904897  2.637668
C  -2.723271  1.794100  2.972770
C  0.404984  -2.235569  -5.209873
H  5.194312  1.715739  0.822924
H  -4.681976  -2.697920  4.319708
C  2.393864  1.986705  1.969255
H  2.873940  2.475344  2.820596
C  -3.845002  3.283567  4.494475
H  0.959604  -3.874350  -1.806205
C  0.154724  -1.571497  -6.432629
H  -4.090184  -0.291017  0.832557
H  -6.308133  -1.004813  -0.034348
C  3.200899  4.847595  -4.713043
C  0.814620  -3.415408  -2.781683
H  2.315473  -2.468606  0.324003
C  3.124670  -0.490278  3.096240
C  -4.721296  -0.963641  1.400150
H  -2.763596  3.923933  2.756313
C  -3.900958  0.915961  4.891344
C  0.495426  -3.642987  -5.126626
H  -6.906098  -3.396761  3.467674
H  5.656638  0.125281  1.427832
H  3.891680  5.507101  -5.222727
H  1.355596  1.772248  2.234711
C  -5.955569  -1.367045  0.922156
H  4.724259  3.449708  -4.132162
H  5.229060  1.417122  2.571279
C  -4.254331  2.201398  5.264808
C  -3.081809  3.080725  3.354903
C  1.764450  -1.171419  3.266363
H  0.964156  -0.558448  2.841838
S  -2.689859  -0.944729  3.268297
H  3.687416  -2.680484  1.413841
C  -6.296698  -2.711234  2.893951
H  -2.128171  1.624159  2.084689
C  0.058627  -0.209807  -6.441349
C  1.847653  5.151505  -4.681308
C  2.673292  -3.019429  1.193461
H  -4.216150  0.065263  5.484959
H  3.130468  1.931552  -2.977774
N  0.733776  0.595464  -2.864137
O  -1.787567  -0.810754  2.087383
H  0.137228  1.623444  -5.326786
H  2.368798  2.665275  1.115933
C  2.592940  -3.791352  3.856783
H  0.034310  -2.155609  -7.336518
H  -7.707752  -2.547830  1.292106
C  4.996029  0.976094  1.599147
H  0.780375  -5.313735  -3.816148
N  0.745708  -2.108781  -2.810674
H  2.683531  -4.835573  3.554883

Force components x, y, z for each atom (eV/Å):
0.1 -0.2 -0.1
0.0 0.0 0.0
0.0 0.0 0.0
0.0 0.0 0.0
0.0 0.0 0.0
0.0 -0.1 0.0
0.0 0.0 0.0
0.0 0.0 0.0
0.0 0.0 0.0
0.0 0.0 0.0
0.0 0.0 0.0
0.0 -0.1 0.0
0.0 0.0 0.0
-0.1 0.0 0.1
0.0 0.2 0.0
0.0 0.1 0.0
0.0 0.1 0.0
0.0 -0.1 0.0
0.0 0.0 0.0
-0.1 0.0 0.0
0.0 0.0 0.0
0.0 0.0 0.0
0.0 0.0 0.0
0.0 0.0 0.0
0.0 0.0 0.0
0.0 0.0 0.0
0.0 0.0 0.0
0.0 0.0 -0.1
0.0 0.0 0.0
0.0 0.0 0.0
0.0 0.0 -0.1
0.0 0.0 0.0
0.0 0.0 0.0
0.0 0.0 0.0
0.0 0.0 0.0
0.0 0.0 0.0
0.0 0.0 0.0
0.0 0.0 0.0
0.0 0.0 0.0
0.0 0.0 0.0
0.0 0.0 0.0
0.0 0.0 0.0
0.0 0.0 0.0
0.0 0.0 0.0
0.1 0.0 0.0
0.0 0.0 0.0
0.0 0.0 0.0
0.0 -0.1 0.0
0.0 0.0 0.0
0.0 0.0 0.0
0.0 0.0 0.0
0.0 0.0 0.0
0.0 0.0 0.0
0.0 0.0 0.0
0.0 0.0 0.0
0.0 0.0 0.0
0.0 0.0 0.0
0.0 0.0 0.0
0.0 0.0 0.0
0.0 0.0 0.0
-0.1 0.0 0.0
0.0 0.0 0.0
0.0 0.0 0.0
0.0 0.0 0.0
0.0 0.0 0.0
0.0 0.0 0.0
0.1 0.0 0.0
0.0 0.0 0.0
0.0 0.0 0.0
0.0 -0.1 0.1
0.0 0.1 0.0
0.0 0.0 0.0
0.0 0.0 0.0
0.0 0.0 0.0
0.0 0.0 0.0
0.0 0.0 0.0
0.0 0.0 0.0
0.0 0.0 0.0
0.0 0.0 0.0
0.0 0.0 0.0

Results of the Mulliken charge analysis, in e, for atoms 1 through 2:
1 Cs 1.22
2 H 0.38


(2)
An isolated molecule of C4H7NOS, computed with the ωB97M-V functional and the def2-TZVPD basis.

## Properties
- F_max (eV Å⁻¹) = 6.8
- SMILES = C=CN(O)C(C)=S
- energy above the lowest of the compared OMol25 structures with the same formula, charge and spin (eV) = 5.400
- DFT total energy (eV) = -18629.1501
- orbital gap (eV) = 8.27
- highest occupied orbital energy (Eh) = -0.303

Positions of all 14 atoms, in Å:
H  2.658278  0.561270  -0.511523
C  -2.542600  -0.365371  0.148395
O  0.490652  1.729578  -0.372961
C  -1.385485  0.436600  -0.165453
C  2.198769  -0.296046  0.080680
N  -0.046207  0.369104  -0.131910
H  2.875270  -1.207519  -0.076098
H  -2.612207  -1.494617  0.563019
H  0.474878  1.971099  0.612918
C  0.712796  -0.655276  -0.179295
H  2.231700  -0.431156  1.379242
H  -3.534077  0.121121  -0.202118
H  -1.540789  1.391936  -0.841266
S  0.019021  -2.130726  -0.303629

Force components x, y, z for each atom (eV/Å):
-0.9 -0.8 1.6
1.9 0.6 -0.9
-0.3 -1.7 3.2
-6.5 0.3 -1.9
1.1 -2.9 2.3
-0.7 3.6 -0.2
-1.3 1.1 -0.4
0.6 3.2 -1.0
0.4 0.4 -2.1
3.7 -1.9 0.2
0.1 1.6 -3.7
1.9 -0.9 0.8
-0.7 -1.8 1.9
0.7 -0.9 0.1

Results of the natural (NBO) charge analysis, in e, for atoms 1 through 2:
1 H 0.26
2 C -0.42


(3)
A structure of composition C27H64ClF3IN3O9PS8, computed with the ωB97M-V functional and the def2-TZVPD basis.

## Properties
- F_max (eV Å⁻¹) = 2.7
- total charge = +1
- DFT total energy (eV) = -176667.4388
- orbital gap (eV) = 5.89
- highest occupied orbital energy (Eh) = -0.367

Positions of all 117 atoms, in Å:
C  6.054050  -0.011337  0.265222
C  -0.493373  -8.577326  -1.092133
C  4.375594  -1.267964  4.708666
P  -2.799809  2.149954  -1.183483
H  4.872440  -1.682602  5.585477
H  6.792244  -2.666820  4.160385
S  0.633796  0.837867  1.205713
I  -1.295414  5.515241  -5.707697
O  0.037729  1.540477  0.019356
H  -5.334355  3.007632  -0.524797
H  0.224960  -7.319248  -4.447410
H  -1.535481  -0.440967  10.563242
C  6.366883  -2.279800  3.234567
H  1.006883  -3.380732  4.356922
H  0.890271  2.917097  2.357297
H  4.800418  -0.295716  4.455915
H  -3.315651  -4.374229  -0.458516
H  -2.838449  2.764392  0.965578
C  -0.340234  5.094933  -2.506027
H  7.719094  0.906295  -1.827339
H  0.632943  3.352959  -4.292173
H  1.325166  2.396671  -1.977149
F  -6.356971  5.111567  -0.379672
H  2.737975  0.373388  0.219478
H  -1.465292  -1.045352  -0.251090
H  -1.032648  3.194539  -1.836500
C  -0.034519  2.782443  -3.652355
C  -2.358816  3.763549  -3.371030
H  -0.666338  2.128021  -4.244221
H  1.533719  0.000300  10.727721
H  -0.089873  1.391669  -2.077527
H  2.705522  2.006230  0.931264
H  -2.016944  -4.605252  -1.664995
H  0.541760  -8.873271  -0.922090
H  -1.001417  0.856833  -8.425679
Cl  -4.470597  5.275004  -6.319437
S  -1.256103  -3.368127  0.233732
N  -4.961246  3.789708  -4.328514
C  0.039926  0.534730  -8.453972
H  0.425250  0.585813  -9.472355
S  7.702990  -0.661912  -0.021060
H  1.104787  3.936023  -7.623453
H  -2.265543  -0.416045  5.469118
O  4.025757  -1.703780  2.117973
H  -0.576880  2.034702  2.856744
H  1.837145  0.863436  9.200368
C  -2.699142  4.453668  -4.552043
C  -4.662639  3.133919  -3.244921
H  -0.644217  -3.856326  4.818945
H  -2.033198  -5.571711  -0.179031
O  -1.962554  -6.911698  -2.540107
O  1.109936  -1.932470  8.689603
H  6.712773  -2.884663  2.398961
C  0.479677  1.938434  2.613210
H  -6.691668  2.538787  -3.239334
C  -6.173670  2.905394  -1.208653
C  -0.039905  -3.081981  4.347517
H  -5.572409  1.331478  -2.633980
H  -0.419265  -8.877512  -3.876423
H  8.214659  1.665041  -0.283305
H  -6.836946  2.165230  -0.760351
H  -0.367333  -2.919773  3.319600
N  -3.012568  3.262794  0.097918
H  5.489233  -0.735072  0.851501
C  -2.258382  -4.598124  -0.604160
O  8.405399  -0.697665  1.289811
O  -3.806086  0.865248  -0.844207
C  -0.963101  3.699716  -2.800831
H  -3.692521  0.313497  -1.631030
C  -5.816252  2.391734  -2.605832
H  -0.316033  -1.623183  11.127809
F  -8.187806  4.032395  -0.707144
H  -1.058377  -9.403243  -1.524082
H  3.309584  -1.161503  4.909660
C  -1.954923  -1.347136  4.997597
S  1.029425  1.586333  -7.386153
H  2.860083  0.560938  1.981237
H  -1.543407  -2.104097  9.931540
C  -3.350860  3.082588  -2.705293
S  -0.193258  -1.557741  5.284265
S  4.576302  -2.393389  3.323624
C  0.693444  1.846629  -2.672320
H  6.675607  -1.246545  3.082428
H  -3.008621  -1.899099  -0.500141
O  0.350083  1.632716  -6.060845
C  -6.942736  4.231154  -1.205785
C  -0.911892  -1.288727  10.278524
H  -0.468010  3.268062  -8.129889
H  1.204843  -8.330235  -3.360170
H  0.361896  5.321196  -3.308062
C  0.613682  3.134613  -8.172471
H  -1.693413  -2.043787  -1.707859
N  -3.978656  4.418298  -4.913153
C  8.301240  0.780357  -0.914434
C  2.412640  0.964173  1.073423
H  -0.945319  -8.279453  -0.147965
H  6.122430  0.930115  0.813417
H  -2.152522  -1.301932  3.925622
S  0.172725  -0.806414  8.927241
H  5.557872  0.142717  -0.694029
C  1.068708  0.449982  9.850340
H  0.953868  3.142991  -9.208049
C  -1.928233  -1.949161  -0.646287
F  -7.121111  4.766316  -2.421968
S  -0.535852  -7.166795  -2.204928
H  -1.063248  5.908273  -2.443681
H  0.117536  -0.486642  -8.087482
H  -2.495209  -2.180488  5.445782
H  0.270508  5.000557  -1.608125
O  0.510730  -0.491671  4.509241
H  1.206016  1.029703  -3.181317
H  -2.348814  4.021486  -0.017485
C  0.192169  -8.015091  -3.611653
H  0.380076  1.240555  10.149130
H  9.346087  0.614328  -1.169532
H  1.007172  1.509747  3.462682
O  -1.737593  -3.278821  1.639810

Force components x, y, z for each atom (eV/Å):
-0.1 0.0 0.1
0.0 -0.1 0.0
-0.1 0.1 0.0
2.0 -1.7 -0.5
0.0 0.0 0.0
0.0 0.0 0.0
0.0 -0.2 0.4
-0.5 -0.4 0.4
-0.1 0.2 0.5
0.1 0.1 -0.2
0.0 0.0 0.0
0.0 0.0 0.0
0.0 0.0 0.0
0.0 0.0 0.1
0.0 0.0 -0.1
0.0 0.0 -0.1
0.0 0.0 0.1
0.2 0.2 0.1
0.4 -0.7 -0.4
0.0 0.0 0.0
-0.1 0.0 -0.1
0.2 -0.2 -0.1
0.1 0.3 -0.5
0.0 -0.1 0.0
0.1 0.0 0.0
-0.1 0.1 -0.1
-0.4 -0.4 1.1
0.9 0.0 0.1
0.1 0.2 -0.4
0.0 -0.1 0.0
0.2 -0.2 0.1
-0.1 0.0 0.0
0.0 -0.1 0.0
0.0 0.0 0.0
0.0 0.0 0.0
-0.3 -0.2 0.3
0.1 0.0 -0.2
-0.1 0.1 -0.4
-0.1 0.0 -0.1
0.0 0.0 0.0
-0.1 0.0 -0.2
0.1 -0.1 0.0
0.1 0.0 0.1
0.0 0.2 -0.1
0.0 -0.1 0.0
0.0 0.0 -0.1
0.8 0.0 0.1
-0.3 -0.9 0.9
0.0 0.0 0.0
0.0 0.0 0.0
0.0 -0.1 -0.1
0.0 0.0 0.1
0.0 0.0 0.0
0.1 0.2 0.0
0.1 -0.1 -0.1
-0.2 -0.4 0.0
0.1 0.1 -0.2
-0.1 0.0 0.4
0.0 0.0 0.0
0.0 0.0 0.1
0.0 0.1 0.1
-0.1 0.0 0.1
-1.0 -0.5 -0.5
0.0 0.0 0.0
-0.1 0.2 0.1
0.0 0.1 0.0
-0.8 1.6 -0.2
0.6 1.0 -0.3
0.1 -0.4 0.3
0.0 0.8 -0.4
0.0 0.0 0.0
0.1 0.1 -0.1
0.0 0.0 0.0
0.0 0.0 -0.1
-0.1 0.1 -0.2
0.1 -0.1 0.0
0.0 -0.1 -0.1
0.0 0.0 -0.1
-1.6 0.7 0.8
-0.1 -0.3 0.2
0.1 -0.2 0.3
-0.4 0.1 -0.5
0.0 0.0 0.0
0.0 -0.1 0.1
0.0 -0.2 -0.3
-0.6 -0.9 0.8
0.0 0.0 0.1
0.0 0.0 0.0
0.0 0.0 0.0
-0.1 0.3 0.1
-0.1 0.2 -0.3
0.1 0.0 0.0
0.1 0.7 -1.2
0.1 0.1 0.0
0.2 0.1 -0.1
0.0 0.1 0.0
0.1 0.0 0.0
0.1 -0.1 0.0
-0.1 0.1 -0.1
0.0 0.0 0.0
0.1 0.1 0.1
0.0 0.0 0.0
-0.1 0.2 -0.1
0.4 0.3 0.1
0.1 -0.1 0.0
0.0 0.0 0.3
0.1 0.0 0.0
0.0 0.0 0.0
-0.2 0.3 0.2
0.0 0.1 -0.2
0.3 0.3 -0.1
0.0 0.0 0.2
0.1 -0.1 -0.1
0.0 0.0 0.0
0.0 0.0 0.0
-0.1 -0.1 0.0
-0.2 0.1 0.0

Results of the Mulliken charge analysis, in e, for atoms 1 through 2:
1 C -0.67
2 C -0.93